Model a:
Molecular formula: C4H8N2
Method: DFT, ωB97M-V with the def2-TZVPD basis set

Structure (XYZ):
```
14
Properties=species:S:1:pos:R:3
C -0.7381 -0.1663 -1.3928
N -1.7855 0.5048 -0.7382
C -0.6142 1.1654 -0.1832
C 0.4869 0.1765 -0.1361
C 1.1188 -0.2496 1.7146
N 0.3276 -0.9703 0.8330
H -0.4630 0.2417 -2.3603
H -0.7305 -1.2704 -1.3591
H -2.2048 -0.1105 -0.0423
H -0.4081 2.1611 -0.5260
H 1.4768 0.3622 -0.5504
H 0.6154 0.5302 2.2820
H 2.1130 -0.5877 2.0051
H 0.8055 -1.7872 0.4537
```

Values from the calculation:
LUMO level (alpha / beta)   0.7 / 0.8 eV
E_HOMO (alpha / beta)   -6.6 / -6.9 eV

Model b:
Molecular formula: C4H8N2
Method: DFT, ωB97M-V with the def2-TZVPD basis set

Structure (XYZ):
```
14
Properties=species:S:1:pos:R:3
C -0.7770 1.6691 0.0840
C 3.5546 -0.0688 -0.0288
C -1.3702 0.3347 -0.1956
C 2.4413 -0.4960 0.0507
N -1.3463 -1.9371 -0.0638
N -0.8562 -0.7216 0.2689
H -0.5306 2.1716 -0.8508
H 0.1202 1.5691 0.6853
H 4.5536 0.2503 -0.0880
H -1.4970 2.2883 0.6159
H -2.2751 0.3150 -0.8175
H 1.4319 -0.7846 0.1273
H -2.2948 -1.9638 -0.4356
H -1.1545 -2.6262 0.6478
```

Values from the calculation:
LUMO level   1.2 eV
E_HOMO   -8.9 eV
SMILES   C/C=N/N.C#C

Q: What are the energies relative to the best structure? A: model a 3.235; model b 0.000, in eV.

Model a:
Molecular formula: C4H8N2
Method: DFT, ωB97M-V with the def2-TZVPD basis set

Structure (XYZ):
```
14
Properties=species:S:1:pos:R:3
C 0.0041 -1.0395 0.9933
N 0.3540 -0.1974 -0.1381
C 1.6975 0.3670 -0.1796
C -0.5949 0.2708 -0.9153
C -2.0181 0.5066 -0.5177
N -2.5151 0.2430 0.5984
H 0.8592 -1.1243 1.6666
H -0.2943 -2.0317 0.6445
H -0.8980 -0.5899 1.4587
H 1.8040 1.0706 0.6552
H 1.8369 0.9129 -1.1148
H 2.4564 -0.4128 -0.0903
H -0.2348 0.8567 -1.7636
H -2.4569 1.1680 -1.2974
```

Values from the calculation:
LUMO level (alpha / beta)   0.2 / 0.1 eV
E_HOMO (alpha / beta)   -7.9 / -6.6 eV

Model b:
Molecular formula: C4H8N2
Method: DFT, ωB97M-V with the def2-TZVPD basis set

Structure (XYZ):
```
14
Properties=species:S:1:pos:R:3
C -1.4721 0.9944 -0.2265
C -1.5921 -0.5227 -0.2754
C 1.6031 -0.2032 0.8159
N 2.3947 -0.8452 -0.1799
C 0.6984 0.7134 0.5533
N -0.1783 1.5194 0.2405
H -1.6318 1.4273 -1.2207
H -2.2406 1.4242 0.4252
H -2.5713 -0.8106 -0.6692
H -1.4768 -0.9622 0.7211
H -0.8199 -0.9625 -0.9166
H 1.7001 -0.5818 1.8285
H 2.2006 -0.4617 -1.0987
H 3.3860 -0.7288 0.0025
```

Values from the calculation:
LUMO level   1.0 eV
E_HOMO   -7.9 eV
SMILES   CCN=C=CN

Q: What are the energies relative to the best structure? A: model a 1.901; model b 0.000, in eV.

Model a:
Molecular formula: C8H24O8
Method: DFT, ωB97M-V with the def2-TZVPD basis set

Structure (XYZ):
```
40
Properties=species:S:1:pos:R:3
C 3.3272 -2.9154 -1.9126
C 3.8091 -1.6354 -2.6237
O 4.3862 -1.9427 -3.8442
O 4.4057 -3.8253 -1.6497
H 2.5060 -3.2721 -2.5343
H 3.0319 -2.7333 -0.8792
H 4.3281 -0.9792 -1.9250
H 2.8829 -1.1157 -2.8688
H 4.9263 -2.7253 -3.7121
H 5.0986 -3.2994 -1.2436
C -1.7245 0.2618 -1.4673
C -0.9877 -0.9778 -1.0065
O 0.2066 -1.1673 -1.8276
O -0.8583 1.3477 -1.9617
H -2.5303 0.5649 -0.7987
H -2.2898 -0.0322 -2.3516
H -1.5704 -1.8621 -0.7483
H -0.4833 -0.7782 -0.0610
H -0.0953 -1.4190 -2.7035
H 0.0433 1.0272 -1.8842
C 2.5050 2.0459 2.2400
C 1.4558 1.1003 1.5419
O 1.7896 0.6370 0.2165
O 3.5890 1.1656 2.7002
H 1.9871 2.6824 2.9574
H 2.8992 2.7337 1.4919
H 0.5389 1.6814 1.4439
H 1.2332 0.2278 2.1561
H 2.0539 -0.2795 0.3252
H 3.8458 1.6078 3.5127
C -5.5351 1.9550 2.0291
C -4.5858 0.7350 1.8201
O -3.2905 1.1973 2.1302
O -6.8454 1.6566 2.4721
H -5.5157 2.4178 1.0424
H -5.0080 2.6545 2.6779
H -4.4346 0.4385 0.7822
H -4.7643 -0.2129 2.3277
H -3.1747 2.1502 2.1420
H -7.1558 0.8841 1.9941
```

Values from the calculation:
LUMO level   0.6 eV
E_HOMO   -10.1 eV
SMILES   OCCO.OCCO.OCCO.OCCO

Model b:
Molecular formula: C8H24O8
Method: DFT, ωB97M-V with the def2-TZVPD basis set

Structure (XYZ):
```
40
Properties=species:S:1:pos:R:3
C 18.3493 -21.1016 21.9347
C 18.2367 -22.0276 20.7417
O 19.3799 -21.9547 19.8911
O 19.6813 -21.1037 22.4410
H 17.6900 -21.4394 22.7383
H 18.1829 -20.0475 21.6810
H 17.3010 -21.9141 20.1981
H 18.2463 -23.0430 21.1668
H 20.0604 -21.6390 20.5077
H 19.7774 -20.7634 23.3353
C 19.4795 -22.0994 26.2812
C 20.5365 -21.0373 26.0321
O 19.9751 -19.9008 25.3553
O 18.8384 -22.4329 25.0452
H 18.7634 -21.7447 27.0239
H 19.9778 -23.0469 26.5118
H 21.3701 -21.3350 25.3969
H 20.9685 -20.7110 26.9841
H 19.3352 -19.5125 25.9633
H 17.8974 -22.5749 25.1599
C 21.1341 -19.1066 19.1038
C 20.9658 -17.5945 18.9896
O 20.2704 -17.1116 17.8634
O 22.2203 -19.5819 18.2846
H 20.2912 -19.7294 18.8223
H 21.3417 -19.4314 20.1279
H 21.9733 -17.1751 19.0630
H 20.3788 -17.3005 19.8634
H 20.9110 -17.0493 17.1470
H 23.0641 -19.3326 18.6703
C 17.9627 -22.9473 17.0505
C 18.9820 -22.0834 16.2452
O 19.1414 -20.7970 16.7977
O 17.0261 -22.0686 17.6300
H 18.4161 -23.5776 17.8208
H 17.5327 -23.6361 16.3167
H 18.8044 -22.0468 15.1700
H 19.9225 -22.6508 16.2114
H 19.8107 -20.8345 17.4879
H 17.5026 -21.2211 17.6624
```

Values from the calculation:
LUMO level   0.4 eV
E_HOMO   -9.6 eV
SMILES   OCCO.OCCO.OCCO.OCCO

Q: What are the energies relative to the best structure? A: model a 1.239; model b 0.000, in eV.

Model a:
Molecular formula: CH5N3O
Method: DFT, ωB97M-V with the def2-TZVPD basis set

Structure (XYZ):
```
10
Properties=species:S:1:pos:R:3
C 0.1233 -0.1935 -0.4614
H -0.1065 -1.1305 -2.4681
H -1.6671 -0.7633 -1.7408
H 2.0192 -0.1843 -1.0026
H -0.9306 -0.6903 1.1416
H 0.8301 1.1184 1.2612
N -0.5700 -1.0560 -1.1597
N 1.3739 0.1299 -0.3393
N -0.7382 0.1318 0.5572
O -0.1682 1.0464 1.5213
```

Values from the calculation:
LUMO level   0.0 eV
E_HOMO   -9.3 eV

Model b:
Molecular formula: CH5N3O
Method: DFT, ωB97M-V with the def2-TZVPD basis set

Structure (XYZ):
```
10
Properties=species:S:1:pos:R:3
C -0.4520 -0.1448 -0.0016
H 1.6904 0.2584 -1.0615
H 0.2228 -1.4805 -1.4999
H -0.8604 -1.9630 -0.3418
H -0.8302 0.8716 1.6625
H 1.0781 1.1921 0.8812
N 0.4138 -0.1761 -1.1737
N -1.0502 -1.2905 0.3805
N -0.6661 1.0251 0.7322
O 0.4537 1.7078 0.4222
```

Values from the calculation:
LUMO level   0.0 eV
E_HOMO   -9.0 eV

Q: What are the energies relative to the best structure? A: model a 0.000; model b 0.927, in eV.

Model a:
Molecular formula: C21H28N
Method: DFT, ωB97M-V with the def2-TZVPD basis set

Structure (XYZ):
```
50
Properties=species:S:1:pos:R:3
C 5.9127 -2.8899 -1.3394
C 4.6742 -2.0896 -1.0177
C 4.7113 -0.6929 -1.0072
C 3.5597 0.0690 -0.7719
C 2.3205 -0.5441 -0.5026
C 1.0321 0.3035 -0.4291
C -0.2369 -0.4633 -0.6947
C -1.5031 -0.0134 -0.7869
C -2.6695 -0.8691 -0.9730
C -3.9238 -0.2233 -1.0992
C -5.0894 -0.9415 -1.2447
C -5.0669 -2.3370 -1.3067
C -6.3747 -3.0482 -1.4843
C -3.8411 -3.0049 -1.1805
C -2.6540 -2.2917 -1.0229
C 2.3080 -1.9445 -0.4602
C 3.4526 -2.6966 -0.7622
H 5.7016 -3.9693 -1.4235
H 6.3819 -2.5772 -2.2932
H 6.6959 -2.7697 -0.5648
H 5.6646 -0.2045 -1.2062
H 3.6177 1.1584 -0.9007
H 1.1159 1.0841 -1.2183
H -0.0174 -1.5057 -0.8863
H -1.6948 1.0749 -0.7902
H -3.9326 0.8684 -1.0991
H -6.0401 -0.4117 -1.3188
H -6.2533 -4.1371 -1.5432
H -7.0713 -2.8269 -0.6548
H -6.8797 -2.7082 -2.4064
H -3.8330 -4.0918 -1.2110
H -1.7010 -2.8285 -0.9656
H 1.3959 -2.4975 -0.2712
H 3.3891 -3.7769 -0.7993
C 0.5082 5.3007 3.6302
C -0.1223 4.3839 2.5567
C 0.7008 3.1659 2.1356
C 0.0643 2.2505 1.0624
N 0.9429 0.9598 0.8807
H -0.1841 6.1013 3.9147
H 0.7473 4.7509 4.5470
H 1.4209 5.7962 3.2763
H -1.0948 4.0528 2.9347
H -0.3334 5.0140 1.6855
H 1.6584 3.5250 1.7281
H 0.9439 2.5671 3.0358
H -0.9103 1.8618 1.3802
H 0.0335 2.6709 0.0518
H 1.8869 1.1396 1.2779
H 0.5868 0.2565 1.5380
```

Values from the calculation:
LUMO level   -2.7 eV
E_HOMO   -11.0 eV
SMILES   CCCC[NH2+][C@H](/C=C/c1ccc(C)cc1)c1ccc(C)cc1
Charge   +1

Model b:
Molecular formula: C21H28N
Method: DFT, ωB97M-V with the def2-TZVPD basis set

Structure (XYZ):
```
50
Properties=species:S:1:pos:R:3
C 6.1721 -1.7601 2.4551
C 4.8876 -1.0051 2.5040
C 4.8862 0.3977 2.5532
C 3.7039 1.1197 2.6720
C 2.4446 0.4482 2.7536
C 1.2019 1.1500 2.9147
C -0.0190 0.5244 2.6579
C -1.2743 1.1373 2.6496
C -2.5180 0.4208 2.5470
C -3.7639 1.1074 2.4866
C -4.9635 0.4113 2.4652
C -4.9891 -0.9889 2.4738
C -6.3011 -1.7149 2.4569
C -3.7713 -1.6825 2.4901
C -2.5640 -1.0039 2.5262
C 2.4701 -0.9782 2.6777
C 3.6563 -1.6760 2.5456
H 5.9974 -2.8390 2.4445
H 6.7415 -1.4955 1.5590
H 6.8032 -1.5321 3.3218
H 5.8447 0.9167 2.4952
H 3.7230 2.2113 2.6799
H 1.2207 2.2304 3.0882
H 0.0048 -0.5411 2.4249
H -1.3023 2.2311 2.6688
H -3.7664 2.1990 2.4958
H -5.9132 0.9475 2.4484
H -6.1540 -2.7986 2.4585
H -6.9012 -1.4499 3.3351
H -6.8903 -1.4505 1.5708
H -3.7773 -2.7745 2.4849
H -1.6317 -1.5701 2.5850
H 1.5380 -1.5419 2.7304
H 3.6325 -2.7660 2.4843
C 3.6511 3.3489 7.6088
C 2.9000 2.9902 6.3064
N 1.5386 3.4414 6.2439
C 0.6958 3.6269 5.1053
C -0.5037 4.5478 5.3584
H 4.6371 2.8669 7.6495
H 3.8118 4.4338 7.6735
H 3.0873 3.0354 8.4948
H 3.4754 3.3880 5.4526
H 2.9263 1.8921 6.1647
H 1.1688 3.7837 7.1197
H 1.2840 4.0082 4.2613
H 0.3378 2.6458 4.7628
H -1.1869 4.5486 4.5006
H -1.0687 4.2267 6.2414
H -0.1693 5.5814 5.5178
```

Values from the calculation:
LUMO level   -5.5 eV
E_HOMO   -10.4 eV
Charge   +1

Q: What are the energies relative to the best structure? A: model a 0.000; model b 1.134, in eV.